1.
{
  "formula": "C33H94O14",
  "method": "ωB97M-V/def2-TZVPD",
  "gap_ev": [9.10, 2.76],
  "charge": 1,
  "s2": 0.7545,
  "homo_energy_ev": [-11.279, -11.279],
  "energy_ha": -2366.6172,
  "lumo_ev": [-2.2, -8.5],
  "spin_multiplicity": 2,
  "species": ["C", "C", "O", "H", "H", "H", "H", "H", "H", "C", "C", "O", "H", "H", "H", "H", "H", "H", "C", "C", "O", "H", "H", "H", "H", "H", "H", "C", "C", "O", "H", "H", "H", "H", "H", "H", "C", "C", "O", "H", "H", "H", "H", "H", "H", "C", "C", "O", "H", "H", "H", "H", "H", "H", "C", "C", "O", "H", "H", "H", "H", "H", "H", "C", "C", "O", "H", "H", "H", "H", "H", "H", "C", "C", "O", "H", "H", "H", "H", "H", "H", "C", "C", "C", "O", "H", "H", "H", "H", "H", "H", "H", "H", "C", "C", "C", "O", "H", "H", "H", "H", "H", "H", "H", "H", "C", "C", "C", "O", "H", "H", "H", "H", "H", "H", "H", "H", "C", "C", "C", "O", "H", "H", "H", "H", "H", "H", "H", "H", "C", "C", "C", "O", "H", "H", "H", "H", "H", "H", "H", "H"],
  "coordinates": [[14.657, 14.105, 11.983], [14.516, 15.640, 11.715], [14.650, 16.365, 12.933], [13.867, 13.854, 12.691], [15.602, 13.813, 12.439], [14.484, 13.563, 11.053], [13.598, 15.988, 11.242], [15.303, 15.932, 11.020], [15.338, 17.014, 12.770], [11.502, 11.776, 18.849], [12.952, 12.434, 18.846], [13.769, 11.644, 17.999], [10.954, 11.811, 17.907], [10.902, 12.331, 19.570], [11.527, 10.741, 19.189], [13.504, 12.420, 19.786], [12.961, 13.498, 18.609], [14.424, 12.257, 17.657], [14.494, 6.924, 17.325], [14.503, 8.426, 17.313], [13.161, 8.919, 17.526], [13.934, 6.492, 16.496], [14.008, 6.558, 18.229], [15.507, 6.531, 17.232], [14.955, 8.818, 16.402], [15.191, 8.867, 18.036], [13.150, 9.861, 17.713], [8.887, 7.961, 12.569], [7.465, 7.932, 13.067], [7.370, 6.909, 14.027], [9.130, 6.982, 12.157], [9.636, 8.216, 13.319], [9.031, 8.731, 11.811], [6.784, 7.831, 12.222], [7.174, 8.929, 13.398], [6.604, 7.062, 14.584], [9.268, 10.877, 15.163], [9.353, 11.474, 13.748], [8.068, 11.608, 13.286], [8.697, 11.583, 15.766], [10.237, 10.728, 15.640], [8.722, 9.939, 15.067], [9.859, 10.806, 13.051], [9.872, 12.432, 13.731], [8.139, 11.729, 12.336], [11.851, 14.394, 14.711], [12.976, 14.926, 15.611], [13.200, 16.302, 15.425], [11.758, 13.309, 14.765], [12.084, 14.583, 13.663], [10.880, 14.801, 14.992], [13.864, 14.310, 15.470], [12.646, 14.779, 16.640], [13.566, 16.398, 14.543], [16.986, 13.456, 15.251], [16.905, 12.483, 16.400], [16.305, 13.132, 17.471], [16.014, 13.907, 15.050], [17.322, 12.909, 14.370], [17.648, 14.316, 15.352], [17.909, 12.119, 16.617], [16.295, 11.624, 16.122], [16.838, 13.888, 17.729], [16.105, 9.312, 9.521], [17.192, 9.847, 10.431], [16.676, 10.102, 11.688], [16.440, 9.164, 8.494], [15.291, 10.037, 9.492], [15.688, 8.386, 9.918], [17.620, 10.736, 9.967], [18.013, 9.134, 10.501], [17.395, 10.067, 12.324], [17.526, 7.830, 14.367], [18.457, 8.777, 15.029], [18.564, 9.911, 14.213], [18.043, 7.401, 13.509], [16.586, 8.315, 14.104], [17.238, 6.971, 14.973], [19.463, 8.359, 15.079], [18.194, 9.067, 16.047], [19.234, 10.472, 14.611], [14.872, 3.857, 15.140], [13.372, 4.041, 15.143], [12.933, 4.945, 14.000], [12.951, 2.736, 14.879], [15.446, 4.762, 14.945], [15.245, 3.133, 14.416], [15.168, 3.569, 16.149], [12.973, 4.472, 16.061], [13.320, 5.928, 14.267], [11.891, 4.919, 13.680], [13.499, 4.678, 13.109], [11.994, 2.687, 14.824], [10.946, 11.942, 8.368], [11.339, 11.624, 9.858], [11.203, 12.827, 10.842], [10.496, 10.658, 10.403], [9.887, 11.785, 8.162], [11.528, 11.313, 7.695], [11.162, 12.969, 8.074], [12.364, 11.256, 9.895], [10.204, 13.261, 10.864], [11.926, 13.611, 10.617], [11.437, 12.498, 11.855], [10.888, 9.787, 10.303], [11.292, 6.534, 9.528], [12.036, 7.109, 10.740], [13.491, 6.702, 10.752], [12.052, 8.469, 10.596], [11.441, 7.087, 8.600], [10.218, 6.625, 9.689], [11.519, 5.479, 9.378], [11.534, 6.795, 11.656], [13.953, 7.224, 11.590], [13.967, 7.005, 9.820], [13.534, 5.614, 10.808], [12.709, 8.817, 11.202], [8.513, 6.915, 17.484], [10.054, 7.068, 17.369], [10.564, 6.943, 15.933], [10.483, 8.298, 17.943], [8.103, 7.921, 17.398], [8.220, 6.453, 18.426], [8.033, 6.297, 16.724], [10.565, 6.301, 17.950], [10.470, 5.902, 15.623], [11.586, 7.303, 15.816], [10.011, 7.637, 15.299], [11.433, 8.291, 17.811], [14.338, 10.807, 14.053], [13.979, 9.456, 13.377], [12.526, 9.110, 13.590], [14.077, 9.583, 12.015], [13.804, 11.680, 13.678], [15.365, 11.148, 13.919], [14.181, 10.781, 15.132], [14.579, 8.638, 13.775], [12.274, 9.295, 14.634], [12.238, 8.088, 13.342], [11.828, 9.806, 13.124], [14.992, 9.835, 11.869]],
  "lowdin_charge": [-0.06, -0.27, -0.09, 0.03, 0.06, 0.07, 0.11, 0.11, 0.10, -0.04, -0.25, -0.11, 0.06, 0.07, 0.05, 0.11, 0.10, 0.05, -0.06, -0.27, -0.11, 0.04, 0.09, 0.09, 0.09, 0.12, 0.04, -0.07, -0.32, -0.07, 0.08, 0.04, 0.08, 0.12, 0.10, 0.09, -0.06, -0.35, -0.05, 0.08, 0.05, 0.05, 0.08, 0.09, 0.09, -0.08, -0.32, -0.06, 0.05, 0.06, 0.08, 0.08, 0.10, 0.04, -0.08, -0.33, -0.07, 0.06, 0.07, 0.08, 0.11, 0.09, 0.11, -0.06, -0.31, -0.08, 0.09, 0.08, 0.06, 0.12, 0.12, 0.07, -0.07, -0.33, -0.08, 0.09, 0.05, 0.07, 0.12, 0.11, 0.09, -0.05, -0.52, -0.07, -0.03, 0.06, 0.10, 0.08, 0.12, 0.06, 0.08, 0.08, 0.09, -0.03, -0.46, -0.04, -0.08, 0.07, 0.07, 0.07, 0.12, 0.08, 0.06, 0.05, 0.04, -0.03, -0.52, -0.04, -0.07, 0.09, 0.07, 0.08, 0.11, 0.07, 0.09, 0.08, 0.03, 0.01, -0.33, 0.02, 0.25, 0.10, 0.09, 0.09, 0.20, 0.11, 0.07, 0.08, 0.08, -0.01, -0.47, -0.04, -0.06, 0.07, 0.06, 0.06, 0.12, 0.07, 0.07, 0.08, 0.04]
}

=====

2.
{
  "formula": "C34H39IrO8PS",
  "method": "ωB97M-V/def2-TZVPD",
  "gap_ev": 7.84,
  "de_lowest_kj_mol": 52.2,
  "charge": 1,
  "homo_energy_ev": -10.694,
  "energy_ha": -2764.5869,
  "lumo_ev": -2.9,
  "species": ["Ir", "C", "O", "C", "C", "O", "C", "C", "O", "C", "H", "H", "H", "H", "H", "H", "H", "H", "H", "H", "H", "H", "H", "H", "O", "S", "O", "O", "C", "C", "C", "C", "C", "C", "P", "C", "C", "C", "C", "C", "C", "C", "C", "C", "C", "C", "C", "H", "H", "H", "H", "H", "H", "H", "H", "H", "H", "H", "H", "H", "H", "C", "C", "C", "C", "C", "C", "C", "C", "C", "C", "O", "O", "H", "H", "H", "H", "H", "H", "H", "H", "H", "H", "H"],
  "coordinates": [[-0.625, -0.675, -1.133], [1.595, -1.947, -4.018], [1.321, -2.156, -2.641], [1.276, -3.509, -2.286], [1.083, -3.531, -0.786], [-0.079, -2.793, -0.360], [-1.290, -3.582, -0.349], [-2.113, -3.320, -1.583], [-2.385, -1.923, -1.553], [-3.406, -1.519, -2.481], [2.576, -2.357, -4.276], [0.825, -2.413, -4.642], [1.584, -0.875, -4.193], [0.466, -4.027, -2.814], [2.214, -4.019, -2.537], [1.001, -4.556, -0.422], [1.928, -3.054, -0.297], [-1.030, -4.633, -0.239], [-1.849, -3.250, 0.523], [-1.602, -3.587, -2.511], [-3.059, -3.864, -1.532], [-4.280, -2.148, -2.311], [-3.665, -0.493, -2.240], [-3.047, -1.616, -3.506], [-2.498, 1.611, -3.753], [-1.422, 1.187, -2.934], [-1.738, 0.965, -1.461], [-0.752, -0.091, -3.326], [-0.150, 2.402, -2.844], [-0.246, 3.513, -3.659], [0.714, 4.511, -3.565], [1.741, 4.388, -2.646], [1.825, 3.264, -1.833], [0.888, 2.239, -1.916], [1.134, 0.766, -0.832], [1.516, 1.443, 0.808], [2.815, 1.873, 1.105], [3.097, 2.423, 2.343], [2.097, 2.539, 3.301], [0.812, 2.108, 3.017], [0.523, 1.566, 1.773], [2.721, 0.067, -1.352], [3.303, -0.870, -0.497], [4.512, -1.454, -0.824], [5.155, -1.104, -2.008], [4.586, -0.167, -2.854], [3.370, 0.422, -2.526], [-1.077, 3.597, -4.347], [0.647, 5.385, -4.198], [2.482, 5.169, -2.553], [2.635, 3.196, -1.120], [3.616, 1.754, 0.387], [4.104, 2.751, 2.565], [2.328, 2.962, 4.271], [0.021, 2.180, 3.754], [-0.474, 1.222, 1.567], [2.817, -1.122, 0.439], [4.964, -2.173, -0.153], [6.106, -1.553, -2.258], [5.086, 0.114, -3.771], [2.932, 1.149, -3.199], [-2.645, 1.263, 6.696], [-2.571, 0.835, 5.258], [-2.810, 1.733, 4.227], [-2.764, 1.342, 2.892], [-3.066, 2.342, 1.806], [-2.450, 0.013, 2.596], [-2.202, -0.912, 3.613], [-1.881, -2.348, 3.301], [-2.272, -0.485, 4.929], [-2.412, -0.383, 1.141], [-3.366, -0.296, 0.403], [-1.196, -0.802, 0.790], [-2.891, 2.320, 6.782], [-1.695, 1.094, 7.206], [-3.406, 0.695, 7.232], [-3.045, 2.765, 4.464], [-2.933, 3.359, 2.174], [-4.094, 2.233, 1.460], [-2.428, 2.210, 0.931], [-2.630, -2.776, 2.630], [-1.873, -2.947, 4.211], [-0.906, -2.435, 2.818], [-2.094, -1.201, 5.724]],
  "lowdin_charge": [1.33, -0.08, -0.26, -0.20, -0.13, -0.24, -0.12, -0.15, -0.33, -0.03, 0.10, 0.10, 0.08, 0.12, 0.14, 0.14, 0.11, 0.14, 0.12, 0.13, 0.15, 0.11, 0.09, 0.10, -0.21, 0.57, -0.42, -0.37, -0.26, -0.03, -0.04, -0.04, -0.06, -0.28, 1.04, -0.31, -0.10, -0.06, -0.05, -0.04, -0.05, -0.36, -0.12, -0.06, -0.06, -0.06, -0.08, 0.12, 0.12, 0.12, 0.11, 0.11, 0.11, 0.11, 0.11, 0.07, 0.12, 0.11, 0.11, 0.11, 0.11, -0.04, -0.26, -0.01, -0.21, -0.02, -0.08, -0.20, -0.03, 0.00, -0.55, 0.10, -0.21, 0.08, 0.08, 0.09, 0.12, 0.08, 0.10, 0.06, 0.08, 0.08, 0.08, 0.12]
}